Density functional theory data (ωB97M-V/def2-TZVPD) for a cluster of 3 separate species, C7H12BN in total in a non-equilibrium geometry.

Geometry as XYZ:
```
21
Properties=species:S:1:pos:R:3
B 1.20746 -0.56541 -0.17722
C -0.89857 3.10455 1.48032
C 3.59612 -4.52402 0.36175
C -0.26779 2.08515 1.00297
C -1.15351 1.18186 0.35253
C -2.02852 0.48430 -0.09618
C 1.30269 0.51006 -1.30653
C -3.05776 -0.42622 -0.55615
N 3.59347 -4.44236 1.48233
H 1.87856 -0.66238 0.85684
H -0.57296 3.96573 1.96664
H -2.01129 3.10235 1.44581
H 3.61405 -4.67266 -0.78570
H 0.34239 -1.39359 -0.36169
H 0.81330 1.94694 0.91192
H 0.30931 0.91408 -1.00195
H 1.26030 0.02534 -2.25658
H 2.04038 1.40298 -1.37532
H -2.66162 -1.38392 -1.03501
H -3.62066 -0.77976 0.34411
H -3.68538 0.12700 -1.25290
```

The relative energy (zero: lowest compared OMol25 entry of this formula, charge and spin) is 547.7 kJ/mol. Its SMILES is C=CC#CC.C#N.BC. Its frontier orbital gap is 9.62 eV. The calculation puts the total energy at -353.3329 Eh. The HOMO energy comes out at -9.02 eV.

Density functional theory data (ωB97M-V/def2-TZVPD) for a cluster of 3 separate species, C20H26N3O8PS in total in a non-equilibrium geometry.

Geometry as XYZ:
```
59
Properties=species:S:1:pos:R:3
N 1.27762 0.76979 0.98292
C 1.32195 -0.00546 -0.28633
N 2.74823 -0.12087 -0.77227
N 0.93135 -1.41906 0.06847
C 0.38846 0.61258 -1.46565
C -0.93165 1.34049 -0.86741
C -0.86666 2.85509 -0.43375
P 0.68989 3.92866 -0.61265
S 0.25704 5.81205 -1.02406
C -2.10751 3.58804 0.19325
C -3.43861 2.79506 0.39090
C -3.48591 1.32439 -0.08238
C -2.26075 0.56155 -0.71741
C -2.52421 -0.94106 -1.13986
O -1.65717 -1.82968 -1.31509
C -4.05444 -1.37411 -1.42534
C -5.16089 -0.68486 -0.85220
C -4.85115 0.52547 0.12399
O -5.60465 0.86922 1.07983
H 1.59879 1.74005 0.87576
H 0.37082 0.70434 1.46102
H 2.98673 0.67773 -1.38303
H 2.71916 -0.98790 -1.34876
H 0.00723 -1.32366 0.54157
H 1.55298 -1.73810 0.84167
H 0.94111 1.44553 -2.04674
H 0.03990 -0.15966 -2.22808
H 1.32802 3.97812 0.69103
H 1.60584 3.40566 -1.60462
H -2.05242 4.68566 0.51023
H -4.36930 3.26585 0.87458
H -4.26503 -2.24132 -2.14952
H -6.24986 -0.93814 -1.05176
C 5.57431 2.49139 2.25203
C 5.66942 3.01551 0.83632
C 5.25101 4.44656 0.68528
O 4.87415 4.49839 -0.68716
C 4.45170 3.24440 -1.01591
O 3.88714 2.96352 -2.03987
O 4.75074 2.35350 -0.02949
H 5.79370 1.42106 2.27587
H 6.27899 3.00773 2.90780
H 4.56483 2.61358 2.65370
H 6.67817 2.84726 0.44320
H 6.06116 5.14667 0.89466
H 4.37882 4.71412 1.29124
C -2.02878 -4.14096 0.36774
C -2.81428 -5.39481 0.68221
C -2.08440 -6.66680 0.37186
O -3.15791 -7.58407 0.18622
C -4.21746 -6.84829 -0.26152
O -5.22944 -7.31491 -0.69676
O -3.96659 -5.51183 -0.14911
H -2.65099 -3.25628 0.51951
H -1.14605 -4.06175 1.00681
H -1.70943 -4.12350 -0.67626
H -3.15558 -5.37045 1.72342
H -1.43302 -6.98790 1.18635
H -1.50513 -6.62355 -0.55644
```

Its SMILES is NC(N)(N)Cc1c([PH2]=S)ccc2c1C(=O)C=CC2=O.C[C@@H]1COC(=O)O1.C[C@@H]1COC(=O)O1. Its frontier orbital gap is 6.99 eV. The calculation puts the total energy at -2283.2624 Eh. The HOMO energy comes out at -8.78 eV.

Density functional theory data (ωB97M-V/def2-TZVPD) for the molecule C11H5NO2S in a non-equilibrium geometry.

Geometry as XYZ:
```
20
Properties=species:S:1:pos:R:3
O 2.22123 1.51969 -1.99998
C 1.22816 1.25178 -1.12683
C 0.44280 2.43756 -0.24639
C 0.04766 2.13910 1.18888
N -0.70059 3.24032 1.90728
C -1.88125 3.41708 1.17437
S -3.23573 3.47588 0.09255
C 0.42623 0.65664 1.86483
O 0.84817 0.51024 3.12911
C 0.27995 -0.62456 0.79919
C -0.24274 -2.12470 1.22400
C -0.36402 -3.24513 -0.00813
C 0.01464 -2.90776 -1.58492
C 0.58651 -1.41006 -1.99127
C 0.70460 -0.30004 -0.78598
H 0.16192 3.47805 -0.74824
H -0.51590 -2.36134 2.34720
H -0.76864 -4.30663 0.27853
H -0.12768 -3.74783 -2.41060
H 0.87466 -1.09830 -3.10359
```

Its SMILES is O=C1C=C(N=C=S)C(=O)c2ccccc21. Its frontier orbital gap is 7.37 eV. The calculation puts the total energy at -1025.0597 Eh. The HOMO energy comes out at -9.26 eV.